Entry P
2 unconnected molecules or ions with the total composition C3H7N2O, computed with ωB97M-V with the def2-TZVPD basis set.

Results
Total charge: +1
Gap between HOMO and LUMO, hartree: 0.42246

Cartesian coordinates (Å):
H1 0.977 0.193 -2.899
H2 0.779 -0.828 1.220
O1 -0.625 1.124 2.459
N1 1.300 -0.176 -0.756
H3 -1.649 -0.887 0.206
H4 2.294 0.003 -0.605
H5 -0.333 1.725 3.113
C1 0.570 -0.079 -1.932
N2 -0.739 -0.590 -0.250
C2 -0.739 -0.210 -1.595
H6 -0.655 0.311 2.955
C3 0.498 -0.538 0.232
H7 -1.678 -0.049 -2.146

Entry Q
A gas-phase ion, C3H7N2O (charge +1), computed with ωB97M-V with the def2-TZVPD basis set.

Results
Total charge: +1
Gap between HOMO and LUMO, hartree: 0.38426
SMILES: CC1=[NH+]CON1

Cartesian coordinates (Å):
C1 -1.659 -0.108 -0.157
H1 0.390 -0.142 -2.328
H2 2.853 -0.533 0.580
H3 -1.944 -1.035 0.441
H4 -2.152 0.722 0.233
O1 1.882 0.293 -1.152
H5 -2.181 -0.108 -1.124
N1 0.638 -0.041 0.829
H6 2.597 1.207 0.438
H7 0.355 -0.440 1.727
C2 2.107 0.160 0.217
C3 -0.190 -0.101 -0.206
N2 0.484 0.058 -1.357

Relative to the most stable one, in kcal/mol, the structures come out at entry P 0.0; entry Q 69.5.

Entry P
2 unconnected molecules or ions with the total composition C3H7N2O, computed with ωB97M-V with the def2-TZVPD basis set.

Results
Total charge: +1
Gap between HOMO and LUMO, hartree: 0.36795

Cartesian coordinates (Å):
H1 0.950 -0.589 -0.308
H2 0.221 -0.004 2.007
H3 -1.180 -0.488 -2.045
C1 -0.382 0.109 1.107
H4 -2.160 0.716 1.849
H5 -3.239 -0.836 -0.064
N1 -1.769 0.068 1.286
H6 4.363 0.213 -0.900
H7 3.251 1.279 -1.377
C2 -2.330 -0.329 0.082
N2 -0.042 -0.308 -0.173
O1 3.564 0.653 -0.605
C3 -1.248 -0.485 -0.860

Entry Q
A gas-phase ion, C3H7N2O (charge +1), computed with ωB97M-V with the def2-TZVPD basis set.

Results
Total charge: +1
Gap between HOMO and LUMO, hartree: 0.32429
SMILES: C=CCN[NH+]=O

Cartesian coordinates (Å):
H1 0.432 1.598 -0.914
O1 -0.383 1.103 2.738
N1 0.585 0.510 0.879
H2 -1.258 -2.294 -1.360
H3 -1.136 1.577 0.976
N2 -0.330 1.090 1.548
H4 -0.465 -2.053 0.298
C1 0.664 0.574 -0.642
H5 1.335 0.049 1.323
C2 -0.692 -1.615 -0.684
H6 1.762 0.408 -0.612
C3 -0.251 -0.486 -1.198
H7 -0.262 -0.460 -2.352

Relative to the most stable one, in kcal/mol, the structures come out at entry P 0.0; entry Q 77.8.

Entry P
C5H10OS2 in the gas phase, computed with ωB97M-V with the def2-TZVPD basis set.

Results
Gap between HOMO and LUMO, hartree: 0.36084
SMILES: C[C@@H](S)C[C@H](S)C=O

Cartesian coordinates (Å):
S1 -2.050 -0.439 -0.268
C1 0.652 -1.714 1.253
H1 -2.929 0.172 -1.075
O1 -0.002 2.559 -1.709
H2 -1.419 1.817 0.218
C2 0.283 0.799 0.697
C3 -0.476 1.458 -1.607
S2 1.509 -0.780 -1.268
H3 0.885 1.693 0.559
H4 -0.188 -2.135 0.719
H5 -0.901 0.915 -2.479
C4 -0.906 0.979 -0.195
H6 2.169 -0.180 0.934
H7 -0.042 0.775 1.716
H8 0.389 -1.503 2.264
H9 1.449 -2.473 1.223
C5 1.184 -0.440 0.491
H10 0.391 -1.502 -1.472

Entry Q
A molecular structure, C5H10OS2, computed with ωB97M-V with the def2-TZVPD basis set.

Results
Gap between HOMO and LUMO, hartree: 0.32937

Cartesian coordinates (Å):
H1 1.471 -0.005 -1.117
H2 -1.098 -0.019 2.680
C1 0.513 -0.054 -1.504
O1 0.060 -1.252 -1.120
S1 0.439 1.287 1.390
H3 1.038 0.003 3.322
H4 0.310 -3.089 -0.453
C2 -0.374 1.271 -1.226
C3 -0.894 1.397 0.100
H5 -0.039 2.243 -1.704
C4 0.128 0.012 2.288
C5 0.731 -1.953 -0.158
H6 -1.284 1.253 -1.890
H7 -1.497 0.459 0.317
H8 0.631 -0.328 -2.572
S2 -0.254 -1.619 1.483
H9 -1.607 2.083 0.093
H10 1.726 -1.688 0.069

Entry R
2 unconnected molecules or ions with the total composition C5H10OS2, computed with ωB97M-V with the def2-TZVPD basis set.

Results
Gap between HOMO and LUMO, hartree: 0.28042

Cartesian coordinates (Å):
H1 -0.353 1.857 2.040
C1 0.502 -1.507 1.154
H2 -1.476 1.355 -0.962
H3 -2.039 -0.905 2.255
O1 0.056 2.234 0.561
S1 -1.895 -0.185 0.979
C2 0.650 1.037 0.200
H4 1.644 0.750 0.348
H5 2.469 -0.046 -2.033
H6 1.588 -1.995 1.030
H7 -0.389 1.492 -2.520
H8 -1.340 -0.248 -2.405
C3 -0.195 -0.272 0.526
H9 0.406 -1.267 2.264
H10 -0.225 -2.349 0.955
C4 0.192 0.234 -0.904
S2 1.336 -0.974 -1.700
C5 -0.930 0.789 -1.786

Relative to the most stable one, in kcal/mol, the structures come out at entry P 0.0; entry Q 106.4; entry R 140.1.